Run i
A single C2H4NOP molecule. Source: the Open Molecules 2025 dataset; level of theory: the ωB97M-V functional and the def2-TZVPD basis.

XYZ file:
```
9
Properties=species:S:1:pos:R:3:mulliken_charge:R:1
C 0.57126 -0.87409 -0.32029 0.01
N 0.18823 -0.61807 -1.49113 -0.31
O -0.43494 0.54203 -1.68149 -0.25
P -0.81626 1.42393 -0.21744 0.07
C 0.27824 0.20920 0.70814 -0.55
H 1.02757 -1.75421 0.07597 0.37
H -2.07327 0.62795 0.11540 0.05
H -0.11470 -0.30727 1.55991 0.33
H 1.37386 0.75052 1.25092 0.27
```

Summary:
M: 89.03 u
SMILES: C1=NOPC1
orbital gap: 10.3 eV

Run ii
A single C2H4NOP molecule. Source: the Open Molecules 2025 dataset; level of theory: the ωB97M-V functional and the def2-TZVPD basis.

XYZ file:
```
9
Properties=species:S:1:pos:R:3:mulliken_charge:R:1
N 3.29310 0.72962 0.16257 -0.31
C 2.37798 0.09022 -0.09326 0.22
C 1.21743 -0.78357 -0.11152 -0.13
O -0.20379 -0.14216 0.28122 -0.34
P -0.66403 1.40864 -0.10595 -0.01
H 0.99197 -1.24600 -1.17380 0.24
H 1.36948 -1.51167 0.62373 0.24
H -2.11595 1.26158 -0.35336 0.05
H -1.19073 1.89383 1.18529 0.04
```

Summary:
M: 89.03 u
SMILES: N#CCOP
orbital gap: 10.1 eV

Run iii
A molecular structure, C2H4NOP. Source: the Open Molecules 2025 dataset; level of theory: the ωB97M-V functional and the def2-TZVPD basis.

XYZ file:
```
9
Properties=species:S:1:pos:R:3:mulliken_charge:R:1
C -0.41578 -0.00633 0.96270 0.54
C 0.43127 -0.87056 1.27303 -0.60
N -1.05753 0.64499 0.15568 -0.56
O 0.95648 -0.23771 -1.13991 -0.49
P -0.20603 0.60477 -1.26447 0.48
H 1.37595 -0.46167 1.72766 0.21
H 0.22716 -1.77995 1.73419 0.31
H -0.13335 1.92434 -1.42161 0.07
H -1.17817 0.18212 -2.02728 0.04
```

Summary:
M: 89.03 u
orbital gap: 10.4 eV

Computed stability ranking, most favorable first: run ii, run iii, run i

Run i
A molecular structure, C3H6N2OS. Source: the Open Molecules 2025 dataset; level of theory: the ωB97M-V functional and the def2-TZVPD basis.

XYZ file:
```
13
Properties=species:S:1:pos:R:3:mulliken_charge:R:1
C -2.39072 -0.25883 -0.03683 -0.63
C -0.09591 0.13994 0.24706 0.56
C 2.77989 0.64767 -0.02536 -0.12
H -2.31486 0.59643 -0.74947 0.33
H -2.82427 -0.07739 1.17110 0.23
H -3.17995 -1.16662 -0.75592 0.19
H 0.48627 -1.61840 0.06648 0.33
H 3.78381 0.67172 -0.27357 0.31
H 1.94188 1.40106 0.01800 0.06
N 0.96855 -0.72338 0.29667 0.03
N 2.37693 -0.64863 -0.04775 -0.52
O -1.16282 -0.67791 0.01565 -0.30
S -0.36880 1.71434 0.07395 -0.48
```

Summary:
M: 118.16 u
orbital gap: 9.3 eV

Run ii
A single C3H6N2OS molecule. Source: the Open Molecules 2025 dataset; level of theory: the ωB97M-V functional and the def2-TZVPD basis.

XYZ file:
```
13
Properties=species:S:1:pos:R:3:mulliken_charge:R:1
C 0.88328 0.53214 1.44010 -0.74
N 0.47943 1.12665 0.18225 -0.69
N -0.76085 0.79246 -0.26286 0.12
C -1.15629 -0.38158 -0.84426 0.29
S -2.70166 -0.71044 -1.27510 -0.31
C -0.07425 -1.36879 -1.21871 0.02
O 1.07859 -1.12635 -1.41496 -0.46
H 0.24273 0.91206 2.25109 0.27
H 0.82137 -0.58805 1.37645 0.28
H 1.90368 0.83422 1.62010 0.32
H 1.24050 0.80541 -0.51144 0.34
H -1.42133 1.52122 -0.01357 0.21
H -0.53521 -2.34895 -1.32910 0.35
```

Summary:
M: 118.16 u
SMILES: CNNC(=S)C=O
orbital gap: 8.1 eV

Computed stability ranking, most favorable first: run ii, run i

Run i
2 unconnected molecules or ions with the total composition C3H6N2OS. Source: the Open Molecules 2025 dataset; level of theory: the ωB97M-V functional and the def2-TZVPD basis.

XYZ file:
```
13
Properties=species:S:1:pos:R:3:mulliken_charge:R:1
C -2.63269 0.25074 0.30484 -0.23
C -0.41753 -0.81153 0.00379 0.39
C 1.91166 -0.62951 -0.32189 -0.85
N 0.50266 1.38069 -0.00364 -0.68
N 0.65619 -0.05801 0.11030 0.29
O -0.59018 -1.99541 -0.18732 -0.46
S -3.97356 -0.57552 0.33148 -0.14
H -2.63820 1.36181 0.21299 0.16
H 2.13600 -0.62560 -1.43463 0.29
H 2.64437 -0.02593 0.21575 0.28
H 2.08675 -1.62179 -0.04611 0.38
H -0.55638 1.47293 -0.03406 0.29
H 0.87091 1.87713 0.84849 0.26
```

Summary:
M: 118.16 u
orbital gap (spin up / spin down): 7.5 / 7.4 eV

Run ii
A single C3H6N2OS molecule. Source: the Open Molecules 2025 dataset; level of theory: the ωB97M-V functional and the def2-TZVPD basis.

XYZ file:
```
13
Properties=species:S:1:pos:R:3:mulliken_charge:R:1
N -2.04305 0.40397 -0.12813 -0.56
C -0.85552 -0.12665 0.08623 1.11
N -0.85632 -1.46141 0.23154 -0.32
C 0.32110 0.64715 -0.03522 -0.83
C 1.71533 0.36794 0.05924 0.30
O 2.66310 1.30488 0.18528 -0.46
S 2.15758 -1.37882 -0.08109 -0.51
H -2.77098 0.05093 0.50261 0.25
H -2.16795 1.52506 -0.45149 0.28
H -0.01185 -1.94795 0.09542 0.09
H -1.73481 -1.90062 -0.08221 0.26
H 0.04875 1.78001 -0.20936 0.01
H 3.53461 0.73550 -0.17283 0.39
```

Summary:
M: 118.16 u
SMILES: NC(N)=CC(O)=S
orbital gap: 8.2 eV

Computed stability ranking, most favorable first: run ii, run i

Run i
A single C3H6N2OS molecule. Source: the Open Molecules 2025 dataset; level of theory: the ωB97M-V functional and the def2-TZVPD basis.

XYZ file:
```
13
Properties=species:S:1:pos:R:3:mulliken_charge:R:1
C -0.07851 -1.78002 0.01320 0.11
N 1.16043 -1.63994 0.08047 -0.41
S 2.07238 -0.25627 -0.21450 0.00
C 0.99858 1.09836 0.26230 -0.59
C -0.40061 1.23872 -0.35502 -0.39
O -1.25609 0.22989 0.22033 -0.25
N -1.16183 -1.00609 -0.36140 -0.34
H -0.32769 -2.79038 0.37517 0.28
H 1.58654 2.03376 0.09156 0.32
H 0.73115 0.96602 1.33799 0.32
H -0.45277 1.15819 -1.38702 0.39
H -0.85432 2.18377 0.04358 0.26
H -2.01726 -1.43601 -0.10668 0.31
```

Summary:
M: 118.16 u
SMILES: C1=NSCCON1
orbital gap: 9.2 eV

Run ii
A single C3H6N2OS molecule. Source: the Open Molecules 2025 dataset; level of theory: the ωB97M-V functional and the def2-TZVPD basis.

XYZ file:
```
13
Properties=species:S:1:pos:R:3:mulliken_charge:R:1
C -2.05970 -0.60675 -0.04203 -0.70
N -1.42519 0.77745 -0.31997 -0.49
C -0.20672 0.58122 -0.29143 0.65
N 0.48801 -0.72410 -0.00443 -0.41
S 2.18380 -0.75151 -0.30049 -0.09
C 1.99718 0.94525 0.16631 -0.28
O 0.80432 1.45561 -0.35726 -0.36
H -3.13332 -0.30717 0.32396 0.27
H -1.96799 -1.21116 -0.98572 0.27
H -1.40917 -1.16481 0.91919 0.26
H 0.13426 -1.53396 -0.35479 0.32
H 1.85098 0.88386 1.36225 0.24
H 2.74352 1.65606 -0.11560 0.33
```

Summary:
M: 118.16 u
SMILES: C/N=C1\NSCO1
orbital gap: 9.0 eV

Run iii
A single C3H6N2OS molecule. Source: the Open Molecules 2025 dataset; level of theory: the ωB97M-V functional and the def2-TZVPD basis.

XYZ file:
```
13
Properties=species:S:1:pos:R:3:mulliken_charge:R:1
C 2.62405 1.07753 -0.23026 -0.14
N 2.08554 0.78768 0.86470 -0.38
S 0.47917 1.06309 1.29937 -0.06
C -0.63304 -0.00383 0.33971 0.48
C -1.81717 -0.68845 0.91409 -0.97
N -0.27769 -0.14722 -0.85479 -0.29
O -1.18204 -0.86809 -1.61536 -0.43
H 3.69366 0.87005 -0.30332 0.27
H 2.19301 1.50226 -1.13178 0.26
H -1.55206 -1.75469 1.15841 0.25
H -2.64078 -0.70513 0.20920 0.33
H -2.17185 -0.22033 1.83809 0.34
H -0.80078 -0.91286 -2.48804 0.34
```

Summary:
M: 118.16 u
SMILES: C=NS/C(C)=N/O
orbital gap: 9.0 eV

Computed stability ranking, most favorable first: run ii, run i, run iii

Run i
A gas-phase ion, C4H10NO (charge -1). Source: the Open Molecules 2025 dataset; level of theory: the ωB97M-V functional and the def2-TZVPD basis.

XYZ file:
```
16
Properties=species:S:1:pos:R:3:mulliken_charge:R:1
C -1.88364 -0.80541 -1.85885 -0.87
N -1.47940 0.25056 -0.84364 -0.43
C -0.87691 -0.49559 0.28580 -0.55
C 0.29952 -0.01824 1.14753 -0.61
C 1.77140 0.18142 0.54111 -0.40
O 2.37722 1.22743 1.02765 -0.87
H -2.29682 -1.68434 -1.30605 0.31
H -0.99155 -1.38836 -2.24964 0.28
H -2.44381 -0.23865 -2.60008 0.32
H -0.71551 0.84595 -1.22749 0.33
H -0.60759 -1.55108 0.02596 0.25
H -1.66752 -0.59645 0.96615 0.30
H 0.09065 1.00056 1.44931 0.36
H 0.35571 -0.74849 1.98798 0.28
H 2.15827 -0.85495 0.48772 0.16
H 1.59392 0.46932 -0.54301 0.12
```

Summary:
M: 88.13 u
charge: -1
SMILES: CNCCC[O-]
orbital gap: 5.8 eV

Run ii
A gas-phase ion, C4H10NO (charge -1). Source: the Open Molecules 2025 dataset; level of theory: the ωB97M-V functional and the def2-TZVPD basis.

XYZ file:
```
16
Properties=species:S:1:pos:R:3:mulliken_charge:R:1
C -0.61460 1.14805 -1.77268 -0.90
N 0.29642 0.90978 -0.61803 -0.34
C -0.08836 -0.19850 0.19798 0.44
C -0.21963 0.17713 1.70281 -1.57
C 0.75993 -1.53250 0.30337 -0.48
O 0.05523 -2.61019 0.58139 -0.85
H -1.42475 1.74662 -1.36734 0.26
H -0.03308 1.49130 -2.62958 0.34
H -0.99676 0.18341 -2.12994 0.29
H 1.22390 1.06320 -0.97657 0.24
H -1.12505 -0.49935 0.02728 0.16
H -0.69618 -0.61985 2.24623 0.35
H -0.92062 1.02058 1.84835 0.38
H 0.75135 0.51385 2.05406 0.36
H 1.53001 -1.31027 1.10734 0.10
H 1.50221 -1.48326 -0.57466 0.22
```

Summary:
M: 88.13 u
charge: -1
SMILES: CN[C@H](C)C[O-]
orbital gap: 6.1 eV

Run iii
2 unconnected molecules or ions with the total composition C4H10NO. Source: the Open Molecules 2025 dataset; level of theory: the ωB97M-V functional and the def2-TZVPD basis.

XYZ file:
```
16
Properties=species:S:1:pos:R:3:mulliken_charge:R:1
C -1.76991 -0.28738 0.66293 -1.08
C -0.49924 -0.05686 1.47992 -0.04
C 0.64290 1.85920 0.89550 -0.17
N -0.28320 1.39376 1.64324 -0.63
H -2.10070 -1.32642 0.64630 0.29
H -2.57696 0.34308 1.05610 0.37
H -1.54171 0.04186 -0.35507 0.18
H 0.33433 -0.51661 0.90044 0.20
H -0.55280 -0.51784 2.47879 0.36
H 1.22935 1.22874 0.20290 0.21
H 0.81458 2.92867 1.01998 0.29
C 1.25472 -1.00774 -2.14546 -0.81
O 0.93591 -0.56639 -0.88712 -0.73
H 0.77664 -1.99449 -2.35482 0.18
H 0.98210 -0.33934 -2.99255 0.20
H 2.35400 -1.18224 -2.25110 0.17
```

Summary:
M: 88.13 u
charge: -1
orbital gap: 7.1 eV

Run iv
A gas-phase ion, C4H10NO (charge -1). Source: the Open Molecules 2025 dataset; level of theory: the ωB97M-V functional and the def2-TZVPD basis.

XYZ file:
```
16
Properties=species:S:1:pos:R:3:mulliken_charge:R:1
C 0.98724 -1.58600 -0.09999 -1.43
C 0.48969 -0.08771 -0.22780 0.54
N 1.12579 0.34069 -1.48085 -0.66
C -0.95244 0.05876 0.13484 -0.98
C -1.11807 1.42384 1.15065 -0.38
O -0.37177 1.42037 2.21356 -0.81
H 0.79685 -1.93548 0.98657 0.35
H 2.11663 -1.77267 -0.29326 0.34
H 0.49802 -2.27809 -0.79179 0.36
H 0.97608 0.58699 0.60923 0.24
H 0.79102 -0.25515 -2.23290 0.26
H 0.79949 1.32538 -1.56362 0.29
H -1.32000 -0.98604 0.65886 0.28
H -1.56520 0.12353 -0.81634 0.22
H -2.24928 1.41807 1.41454 0.24
H -1.00405 2.20352 0.33829 0.13
```

Summary:
M: 88.13 u
charge: -1
SMILES: C[C@@H](N)CC[O-]
orbital gap: 6.9 eV

Computed stability ranking, most favorable first: run iii, run iv, run ii, run i

Run i
2 unconnected molecules or ions with the total composition C4H10NO. Source: the Open Molecules 2025 dataset; level of theory: the ωB97M-V functional and the def2-TZVPD basis.

XYZ file:
```
16
Properties=species:S:1:pos:R:3:mulliken_charge:R:1
C -1.20112 2.69028 -0.21565 -0.72
O -0.28549 1.70927 0.06299 -0.80
H -2.25240 2.31169 -0.22146 0.17
H -1.16444 3.51555 0.52451 0.19
H -1.06408 3.16218 -1.21961 0.17
C 0.87683 -1.27442 1.66120 -1.10
C 1.21190 -1.04862 0.19630 -0.16
C -0.64307 -0.82835 -1.23887 -0.07
N 0.17668 -1.63465 -0.67543 -0.64
H 1.72263 -0.99078 2.29543 0.29
H -0.00662 -0.68735 1.93530 0.26
H 0.64151 -2.33110 1.84445 0.34
H 2.15920 -1.53694 -0.06192 0.33
H 1.26768 0.02131 -0.00880 0.27
H -0.68559 0.28786 -1.00917 0.18
H -1.32158 -1.28174 -1.96158 0.29
```

Summary:
M: 88.13 u
charge: -1
orbital gap: 7.0 eV

Run ii
2 unconnected molecules or ions with the total composition C4H10NO. Source: the Open Molecules 2025 dataset; level of theory: the ωB97M-V functional and the def2-TZVPD basis.

XYZ file:
```
16
Properties=species:S:1:pos:R:3:mulliken_charge:R:1
C 2.44872 -1.62183 -1.41932 -0.36
C 2.80103 -0.95825 -2.51672 -0.61
H 1.57679 -1.30828 -0.84199 0.27
H 3.05434 -2.46195 -1.10662 0.20
H 2.27473 -0.06179 -2.81569 0.27
H 3.64928 -1.27934 -3.11405 0.25
C -1.00050 0.50063 0.19763 -0.59
O 0.06846 -0.30977 0.00495 -0.77
C -1.50793 0.48603 1.64898 -0.33
N -2.74013 1.30205 1.79712 -0.60
H -0.76456 1.58800 0.00737 0.15
H -1.88109 0.26495 -0.44159 0.22
H -1.72142 -0.53758 1.96953 0.31
H -0.69501 0.82413 2.30663 0.19
H -3.02617 1.30392 2.76215 0.20
H -2.53653 2.26907 1.56162 0.21
```

Summary:
M: 88.13 u
charge: -1
orbital gap: 6.8 eV

Computed stability ranking, most favorable first: run i, run ii